Arrangement 1

DFT (ωB97M-V/def2-TZVPD) results for a cluster of 2 separate species, C6H14N2O in total.

Output
E_LUMO: 0.56 eV
HOMO energy: -0.2863 Ha

Last column: Mulliken charge in e.
Cartesian coordinates (Å):
C1 2.330 -0.348 0.137  -0.5144
N1 2.024 -1.589 -0.512  -0.6370
C2 1.323 0.860 -0.393  -0.0349
N2 1.270 1.186 -1.636  -0.6578
H1 1.221 -2.018 -0.062  0.2827
H2 1.930 -1.425 -1.512  0.2921
H3 0.857 0.462 -2.224  0.2702
H4 2.299 -0.469 1.223  0.2962
H5 3.319 0.011 -0.157  0.3459
H6 1.509 1.683 0.304  0.3599
C3 -1.394 0.900 1.685  -1.4000
C4 -2.074 0.223 -1.310  -1.3336
C5 -0.873 -0.231 0.869  0.6739
C6 -0.892 -0.279 -0.512  -0.2303
O1 -0.387 -1.324 1.528  -0.4618
H7 -0.192 -1.074 2.441  0.3164
H8 -0.563 -1.239 -0.900  0.3943
H9 -2.363 1.243 1.323  0.3080
H10 -1.507 0.648 2.741  0.4617
H11 -0.722 1.755 1.574  0.2714
H12 -1.787 0.330 -2.357  0.3242
H13 -2.901 -0.490 -1.304  0.2963
H14 -2.425 1.186 -0.945  0.3765

Arrangement 2

DFT (ωB97M-V/def2-TZVPD) results for a cluster of 3 separate species, C6H14N2O in total.

Output
E_LUMO: 0.69 eV
HOMO energy: -0.2571 Ha

Last column: Mulliken charge in e.
Cartesian coordinates (Å):
C1 0.242 0.238 0.636  0.7940
C2 -1.868 1.286 -0.484  -0.2853
C3 -0.444 -1.003 1.145  -1.7046
C4 2.507 -1.347 -0.840  -1.1363
C5 -2.742 0.298 -1.198  -0.9691
N1 0.045 0.604 -0.628  -0.4855
C6 2.256 -0.276 0.167  0.5700
O1 0.457 1.218 1.585  -0.5319
N2 3.160 0.345 0.758  -0.7689
H1 -0.097 1.070 2.360  0.3448
H2 0.556 1.459 -0.832  0.2924
H3 2.839 1.079 1.390  0.2741
H4 -1.708 2.225 -1.008  0.3197
H5 -2.142 1.480 0.552  0.2595
H6 0.210 -1.501 1.863  0.4152
H7 -1.377 -0.750 1.651  0.4588
H8 -0.652 -1.674 0.318  0.3754
H9 3.577 -1.457 -1.035  0.3791
H10 2.127 -2.300 -0.468  0.2571
H11 1.979 -1.109 -1.763  0.2691
H12 -2.882 -0.612 -0.611  0.2448
H13 -3.741 0.707 -1.401  0.3621
H14 -2.306 0.020 -2.158  0.2655

Arrangement 3

DFT (ωB97M-V/def2-TZVPD) results for the molecule C6H14N2O.

Output
E_LUMO: 0.86 eV
HOMO energy: -0.2880 Ha

Last column: Mulliken charge in e.
Cartesian coordinates (Å):
C1 -0.095 -0.605 -1.294  -0.4815
C2 -0.739 0.301 -0.281  -0.8943
C3 0.740 -0.690 -0.097  0.3695
C4 -3.217 0.132 0.040  -1.0257
C5 2.837 0.377 -0.790  -0.9475
C6 -1.856 0.002 0.704  -0.2603
N1 1.762 0.873 1.295  -0.6862
N2 1.943 -0.024 0.239  0.0807
O1 0.509 -1.737 0.808  -0.5826
H1 -0.689 -1.485 -1.557  0.2944
H2 0.225 -0.210 -2.326  0.2217
H3 -0.386 1.285 -0.360  0.7322
H4 -3.436 1.232 -0.230  0.2475
H5 -4.125 -0.099 0.735  0.3187
H6 -3.097 -0.483 -0.926  0.2651
H7 3.835 -0.202 -0.743  0.2716
H8 2.486 0.212 -1.738  0.3673
H9 3.000 1.456 -0.786  0.3001
H10 -1.637 -1.073 0.927  0.2219
H11 -1.766 0.692 1.671  0.1789
H12 0.878 1.410 1.119  0.3215
H13 1.555 0.365 2.105  0.2807
H14 1.273 -1.730 1.484  0.4064

In kcal/mol, relative to the most stable structure: arrangement 1 0.0; arrangement 2 9.3; arrangement 3 10.9.

Arrangement 1

DFT (ωB97M-V/def2-TZVPD) results for a cluster of 2 separate species, C6H14N2O in total.

Output
E_LUMO: 0.93 eV
HOMO energy: -0.3274 Ha

Last column: Mulliken charge in e.
Cartesian coordinates (Å):
C1 -0.946 -2.021 -0.439  -0.8364
C2 0.125 0.186 -2.144  -1.1803
N1 0.374 -1.434 -0.252  0.5416
C3 0.995 -0.448 -1.088  0.6780
N2 1.238 -2.137 0.635  -0.8317
O1 2.220 -0.331 -1.115  -0.6476
H1 1.845 -2.720 0.051  0.2581
H2 1.892 -1.439 1.005  0.2856
H3 -1.655 -1.411 0.126  0.2297
H4 -0.999 -3.030 -0.023  0.2790
H5 -1.242 -2.043 -1.491  0.3024
H6 0.055 -0.465 -3.018  0.3497
H7 -0.880 0.376 -1.769  0.2592
H8 0.580 1.135 -2.439  0.3034
C4 0.512 2.022 1.952  -1.0871
C5 -0.395 1.875 0.771  0.3127
C6 -1.574 1.215 0.830  -1.0784
H9 -0.162 2.470 -0.108  0.3836
H10 0.027 1.700 2.880  0.3280
H11 0.783 3.072 2.095  0.3222
H12 1.414 1.420 1.798  0.2142
H13 -2.290 1.298 0.018  0.3596
H14 -1.919 0.709 1.726  0.2545

Arrangement 2

DFT (ωB97M-V/def2-TZVPD) results for a structure of composition C6H14N2O.

Output
E_LUMO: 0.91 eV
HOMO energy: -0.2863 Ha

Last column: Mulliken charge in e.
Cartesian coordinates (Å):
C1 -0.369 1.227 -1.896  -1.5502
C2 -2.243 0.252 -0.499  -1.3720
C3 -0.774 0.549 -0.613  1.1948
O1 -0.854 1.247 1.647  -0.3998
N1 -0.048 0.988 0.501  -0.3462
H1 -1.036 0.407 2.095  0.3092
H2 0.704 1.405 -1.921  0.3285
H3 -0.677 0.649 -2.767  0.3514
H4 -2.783 1.189 -0.345  0.3781
H5 -2.595 -0.218 -1.414  0.3640
H6 -0.862 2.203 -1.917  0.4173
H7 -2.451 -0.397 0.348  0.2733
C4 2.343 -0.298 0.291  -1.4987
C5 0.489 -1.312 1.673  -1.9779
C6 0.872 -0.619 0.390  1.6036
N2 0.179 -1.054 -0.731  -0.7649
H8 0.752 -0.982 -1.566  0.3316
H9 2.694 0.205 1.191  0.3562
H10 2.898 -1.232 0.166  0.3769
H11 0.775 -0.735 2.553  0.3680
H12 -0.575 -1.547 1.692  0.4965
H13 2.541 0.340 -0.568  0.3397
H14 1.021 -2.266 1.691  0.4207

Arrangement 3

DFT (ωB97M-V/def2-TZVPD) results for the molecule C6H14N2O.

Output
E_LUMO: 0.92 eV
HOMO energy: -0.3153 Ha

Last column: Mulliken charge in e.
Cartesian coordinates (Å):
C1 -0.305 -0.191 0.975  -0.4077
C2 0.892 0.018 -0.042  1.4320
C3 1.611 -1.273 -0.289  -2.1541
C4 -0.103 0.327 -2.420  -1.1991
C5 -2.642 -0.263 1.441  -0.7583
C6 0.588 0.965 -1.205  -0.5886
N1 0.563 0.899 1.988  -0.5836
N2 1.647 0.782 0.956  -0.4181
O1 -1.552 0.087 0.634  -0.2354
H1 -0.254 -1.078 1.695  0.2450
H2 2.507 -1.051 -0.701  0.5291
H3 1.011 -1.889 -0.898  0.5008
H4 1.698 -1.790 0.668  0.5013
H5 -0.415 1.007 -3.154  0.3949
H6 -1.033 -0.115 -1.998  0.2646
H7 0.431 -0.522 -2.795  0.3349
H8 -2.609 0.188 2.413  0.3346
H9 -2.867 -1.381 1.464  0.3006
H10 -3.579 0.078 0.891  0.2476
H11 0.177 1.942 -0.884  0.2912
H12 1.609 1.271 -1.585  0.3135
H13 0.244 1.760 1.676  0.3410
H14 2.381 0.228 1.168  0.3138

Arrangement 4

DFT (ωB97M-V/def2-TZVPD) results for a cluster of 2 separate species, C6H14N2O in total.

Output
E_LUMO (spin up / spin down): 0.16 / -0.41 eV
HOMO energy (spin up / spin down): -0.2689 / -0.2663 Ha

Last column: Mulliken charge in e.
Cartesian coordinates (Å):
C1 -1.237 -1.060 -0.546  -1.0157
C2 2.563 0.360 0.427  -0.8173
C3 -0.153 -1.821 1.445  -0.7223
C4 0.216 1.176 -2.056  -1.2962
N1 -0.005 -1.470 0.064  -0.2399
C5 -1.317 0.416 -0.166  0.8378
N2 -1.915 0.671 1.044  -0.4426
C6 -0.522 1.347 -0.771  -0.3270
O1 1.182 0.296 0.384  -0.2096
H1 -1.695 1.530 1.522  0.1649
H2 -2.803 0.244 1.255  0.2181
H3 -1.184 -1.188 -1.626  0.3782
H4 -2.121 -1.596 -0.169  0.4522
H5 -0.584 2.360 -0.386  0.3403
H6 2.951 0.914 1.301  0.2816
H7 2.983 0.808 -0.493  0.2423
H8 2.989 -0.657 0.492  0.2815
H9 -0.583 -0.998 2.039  0.2942
H10 -0.839 -2.678 1.536  0.3613
H11 0.817 -2.092 1.861  0.2533
H12 -0.366 1.570 -2.898  0.3004
H13 1.153 1.733 -2.017  0.3025
H14 0.470 0.135 -2.241  0.3622

In kcal/mol, relative to the most stable structure: arrangement 1 0.0; arrangement 2 55.1; arrangement 3 48.3; arrangement 4 86.9.

Arrangement 1

DFT (ωB97M-V/def2-TZVPD) results for a cluster of 2 separate species, C16H17NO in total.

Output
E_LUMO: 0.76 eV
HOMO energy: -0.2876 Ha

Last column: Mulliken charge in e.
Cartesian coordinates (Å):
C1 1.629 -1.222 1.040  -1.1538
C2 -0.719 -0.958 3.922  -0.0568
C3 0.284 -0.432 3.074  1.1054
C4 0.659 -1.495 2.164  0.4621
C5 -0.094 -2.584 2.487  -0.8451
C6 -1.483 -0.178 4.783  -0.7673
C7 -1.126 1.162 4.895  -0.4806
C8 -0.023 1.646 4.158  -0.4959
C9 0.665 0.891 3.240  -0.5911
N1 -0.849 -2.297 3.607  -0.0607
H1 -2.240 -0.589 5.432  0.3114
H2 -1.594 1.899 5.532  0.3704
H3 -1.507 -2.793 4.195  0.1984
H4 0.240 2.697 4.243  0.3370
H5 -0.126 -3.532 1.979  0.4208
H6 1.349 1.376 2.558  0.3425
H7 1.182 -0.496 0.378  0.2378
H8 1.702 -2.116 0.413  0.3416
H9 2.521 -0.857 1.546  0.3225
C10 0.785 2.393 -2.227  -1.3175
C11 0.790 -0.541 -4.620  -0.4640
C12 -0.579 -0.770 -4.710  0.6309
C13 1.211 0.563 -3.907  -0.3913
C14 0.336 1.447 -3.307  0.6479
C15 -1.496 0.218 -4.300  -0.5106
C16 -1.026 1.317 -3.573  -0.6214
O1 -0.933 -1.899 -5.376  -0.5187
H10 1.525 -1.081 -5.202  0.3791
H11 2.231 0.603 -3.527  0.2917
H12 -2.496 0.036 -4.678  0.2971
H13 -1.851 -2.145 -5.319  0.3097
H14 1.458 1.814 -1.585  0.2839
H15 -0.016 2.773 -1.597  0.3554
H16 -1.744 1.926 -3.046  0.2999
H17 1.334 3.225 -2.674  0.3292

Arrangement 2

DFT (ωB97M-V/def2-TZVPD) results for a cluster of 2 separate species, C16H17NO in total.

Output
E_LUMO: 0.72 eV
HOMO energy: -0.2873 Ha

Last column: Mulliken charge in e.
Cartesian coordinates (Å):
C1 -2.891 -3.893 0.713  -1.3261
C2 0.248 -2.385 -0.632  -0.3444
C3 -0.749 -2.925 0.238  -0.7489
C4 -0.122 -2.093 -1.952  0.3309
C5 -1.992 -3.181 -0.248  1.1768
C6 -1.496 -2.140 -2.276  -0.2299
C7 -2.449 -2.696 -1.445  -0.9163
O1 0.712 -1.563 -2.900  -0.5159
H1 1.247 -2.301 -0.241  0.2431
H2 -0.488 -3.152 1.240  0.4114
H3 1.657 -1.658 -2.798  0.3457
H4 -1.598 -1.524 -3.164  0.3546
H5 -2.582 -4.901 0.658  0.3769
H6 -4.056 -3.920 0.471  0.2788
H7 -3.442 -2.894 -1.815  0.3426
H8 -2.757 -3.682 1.906  0.2523
C8 1.460 3.153 3.279  -1.2817
C9 0.637 1.547 -0.037  0.3242
C10 1.211 2.633 0.740  0.6372
C11 1.216 2.282 2.148  0.5678
C12 0.851 0.976 2.161  -0.7634
C13 1.002 2.558 -2.073  -0.7018
C14 0.611 1.431 -1.428  0.0532
C15 1.510 3.681 -1.298  -0.4525
C16 1.600 3.763 0.096  -0.7282
N1 0.597 0.449 0.850  -0.0413
H9 0.839 2.621 -3.173  0.3518
H10 0.237 0.561 -2.099  -0.0373
H11 1.797 4.468 -2.055  0.2354
H12 2.086 4.648 0.602  0.2904
H13 -0.205 -0.392 0.689  0.2488
H14 0.985 0.306 3.029  0.3526
H15 0.640 3.134 4.083  0.2836
H16 1.351 4.144 2.849  0.3328
H17 2.332 2.944 3.881  0.2965

In kcal/mol, relative to the most stable structure: arrangement 1 0.0; arrangement 2 42.3.

Arrangement 1

DFT (ωB97M-V/def2-TZVPD) results for a cluster of 2 separate species, C16H17NO in total.

Output
E_LUMO: 0.83 eV
HOMO energy: -0.2851 Ha

Last column: Mulliken charge in e.
Cartesian coordinates (Å):
C1 0.739 -1.870 2.392  -1.7058
C2 0.083 0.426 2.976  -0.6855
C3 -0.179 -0.672 2.197  0.7649
C4 -0.605 1.619 2.691  -0.3419
C5 -1.239 -0.707 1.186  -0.8473
C6 -1.692 1.507 1.858  0.7514
C7 -1.978 0.398 1.055  -0.2919
O1 -2.377 2.643 1.776  -0.5646
H1 0.733 0.413 3.771  0.5363
H2 -0.266 2.680 3.018  0.2794
H3 1.798 -1.761 2.617  0.3079
H4 0.624 -2.592 1.514  0.2174
H5 -1.356 -1.614 0.649  0.4271
H6 -2.815 0.498 0.341  0.2206
H7 -3.360 2.550 1.575  0.3393
H8 0.282 -2.310 3.214  0.5875
C8 2.864 0.240 -0.335  -1.5739
C9 -0.171 -0.980 -2.151  -0.5660
C10 0.634 0.096 -1.676  1.3211
C11 1.798 -0.455 -1.050  0.6572
C12 1.618 -1.780 -0.997  -0.9704
C13 -1.513 0.746 -3.236  -0.3335
C14 -1.212 -0.628 -3.079  -0.9052
C15 -0.691 1.779 -2.745  -0.6430
C16 0.465 1.426 -1.964  -0.1481
N1 0.496 -2.136 -1.775  -0.0220
H9 -2.446 1.100 -3.841  0.2371
H10 -1.847 -1.421 -3.414  0.3692
H11 -1.043 2.798 -2.785  0.3865
H12 1.111 2.191 -1.485  0.2668
H13 -0.018 -2.971 -1.769  0.2619
H14 2.130 -2.490 -0.431  0.6324
H15 2.521 0.502 0.734  0.1678
H16 3.205 1.160 -0.703  0.4462
H17 3.708 -0.387 -0.129  0.4215

Arrangement 2

DFT (ωB97M-V/def2-TZVPD) results for a cluster of 2 separate species, C16H17NO in total.

Output
E_LUMO: 0.89 eV
HOMO energy: -0.2945 Ha

Last column: Mulliken charge in e.
Cartesian coordinates (Å):
C1 -0.870 1.302 2.016  -1.3459
C2 -0.603 -1.026 1.063  0.0376
C3 -0.936 -0.208 2.109  0.4948
C4 -0.836 -2.408 1.167  -0.4181
C5 -1.228 -0.720 3.405  -0.8798
C6 -1.084 -2.905 2.423  0.6421
C7 -1.280 -2.095 3.546  -0.4957
O1 -1.243 -4.274 2.499  -0.5342
H1 -0.352 -0.538 0.129  0.1646
H2 -0.917 -3.043 0.299  0.4208
H3 -0.715 1.659 0.995  0.2120
H4 -0.051 1.664 2.647  0.3078
H5 -1.393 -0.038 4.225  0.4015
H6 -1.531 -2.470 4.533  0.2932
H7 -1.736 -4.547 3.253  0.2973
H8 -1.742 1.827 2.410  0.4008
C8 -1.107 2.104 -3.332  -1.3698
C9 1.795 1.206 -1.184  -0.3936
C10 0.750 0.809 -2.060  1.2613
C11 0.037 2.025 -2.399  0.5459
C12 0.611 3.042 -1.742  -0.9335
C13 2.430 -1.077 -1.103  -0.4334
C14 2.613 0.205 -0.604  -0.6478
C15 1.450 -1.437 -1.999  -0.6784
C16 0.515 -0.498 -2.463  -0.5206
N1 1.624 2.539 -0.881  -0.0091
H9 3.028 -1.855 -0.637  0.3512
H10 3.261 0.513 0.203  0.4121
H11 1.236 -2.432 -2.369  0.4049
H12 -0.182 -0.787 -3.234  0.3795
H13 2.344 3.104 -0.501  0.2347
H14 0.402 4.084 -1.580  0.4134
H15 -1.316 3.093 -3.735  0.3757
H16 -2.030 1.708 -2.890  0.2833
H17 -0.944 1.474 -4.211  0.3256

In kcal/mol, relative to the most stable structure: arrangement 1 32.3; arrangement 2 0.0.

Arrangement 1

DFT (ωB97M-V/def2-TZVPD) results for a structure of composition C4H4O3.

Output
E_LUMO: -0.85 eV
HOMO energy: -0.3338 Ha

Last column: Mulliken charge in e.
Cartesian coordinates (Å):
C1 -1.872 0.053 0.170  -1.0588
C2 -0.513 -0.379 -0.294  0.7155
O1 -0.288 -1.187 -1.168  -0.5371
C3 0.690 0.291 0.378  0.6785
O2 0.587 1.124 1.251  -0.5366
C4 2.029 -0.251 -0.029  -0.5428
O3 2.801 0.434 -0.810  -0.3232
H1 -1.972 -0.117 1.247  0.3021
H2 -2.640 -0.497 -0.375  0.3256
H3 -1.992 1.130 0.009  0.2989
H4 3.170 -0.601 -0.378  0.6779

Arrangement 2

DFT (ωB97M-V/def2-TZVPD) results for a structure of composition C4H4O3.

Output
E_LUMO: 0.15 eV
HOMO energy: -0.3578 Ha

Last column: Mulliken charge in e.
Cartesian coordinates (Å):
C1 -0.843 1.445 -0.149  -0.3194
C2 0.470 1.201 0.023  -0.6403
C3 -1.244 -0.020 -0.141  0.1194
C4 0.249 -0.335 0.159  1.0931
O1 -2.187 -0.726 -0.151  -0.5007
O2 0.995 -1.173 -1.338  -0.6446
O3 0.376 -1.015 1.269  -0.4077
H1 -1.611 2.281 -0.187  0.3429
H2 1.521 1.633 0.135  0.3410
H3 0.993 -2.101 -1.124  0.2644
H4 1.280 -1.190 1.503  0.3518

In kcal/mol, relative to the most stable structure: arrangement 1 22.4; arrangement 2 0.0.

Arrangement 1

DFT (ωB97M-V/def2-TZVPD) results for the molecule C4H4O3.

Output
E_LUMO: 0.69 eV
HOMO energy: -0.3602 Ha

Last column: Mulliken charge in e.
Cartesian coordinates (Å):
C1 1.621 -0.581 0.009  -1.0133
C2 0.193 0.118 -0.207  0.5700
C3 -0.305 1.326 -0.161  -0.3688
C4 -2.013 -0.275 -0.104  0.6484
H1 1.979 -1.236 -0.746  0.2969
H2 2.475 0.141 0.233  0.3107
H3 1.604 -1.145 0.972  0.2825
H4 0.077 2.209 0.170  0.3863
O1 -1.755 1.110 -0.003  -0.2928
O2 -3.128 -0.775 0.015  -0.5130
O3 -0.750 -0.892 -0.176  -0.3070

Arrangement 2

DFT (ωB97M-V/def2-TZVPD) results for a structure of composition C4H4O3.

Output
E_LUMO: 0.73 eV
HOMO energy: -0.3375 Ha

Last column: Mulliken charge in e.
Cartesian coordinates (Å):
O1 -0.308 2.172 -1.108  -0.5292
C1 -0.525 1.106 -0.617  0.3083
O2 -1.733 0.473 -0.541  -0.2851
C2 -1.494 -0.443 0.469  -0.4824
C3 0.290 0.146 0.176  0.4351
C4 1.533 -0.535 -0.100  -0.2262
O3 1.458 0.554 0.824  -0.4050
H1 -1.882 -1.428 0.192  0.2902
H2 -0.929 -0.137 1.335  0.4257
H3 2.001 -0.351 -1.059  0.2320
H4 1.727 -1.490 0.382  0.2366

In kcal/mol, relative to the most stable structure: arrangement 1 0.0; arrangement 2 80.4.